No. 1
The following is a DFT calculation (ωB97M-V with the def2-TZVPD basis set) of a cluster of 2 separate species, CH6O2 in total.

CARTESIAN COORDINATES (ANGSTROEM)
H: 0.8314 1.7811 0.4064
H: 1.8224 0.3326 0.4056
O: 0.2141 0.2202 1.8771
C: 0.8050 0.6617 0.5554
H: 0.3141 0.2235 -0.3002
H: 0.1698 -0.7356 1.6588
H: -1.8401 -1.1111 -2.1794
O: -1.6114 -0.8938 -1.2102
H: -0.7052 -0.4787 -1.2135

Summary:
Energy relative to the best compared isomer or geometry (same formula, charge and spin) in kJ/mol: 76.8
HOMO in eV: -10.73
SMILES: CO.O
Total energy in eV: -5228.095


No. 2
The following is a DFT calculation (ωB97M-V with the def2-TZVPD basis set) of an isolated molecule of C4H5NO.

CARTESIAN COORDINATES (ANGSTROEM)
O: 1.6988 -0.0951 0.6930
C: -1.0855 -0.1088 1.1712
H: -2.1480 0.1446 1.2135
H: -0.9737 -1.1666 1.4275
C: -0.5229 0.1695 -0.2160
H: -0.5551 0.4738 1.9282
C: 0.9749 -0.0016 -0.2664
H: -0.9719 -0.4734 -0.9836
C: 1.5609 -0.0448 -1.6328
H: -0.7311 1.2008 -0.5376
N: 2.0036 -0.0956 -2.7002

Summary:
Energy relative to the best compared isomer or geometry (same formula, charge and spin) in kJ/mol: 67.7
HOMO in eV: -11.20
SMILES: CCC(=O)C#N
Total energy in eV: -7765.825


No. 3
The following is a DFT calculation (ωB97M-V with the def2-TZVPD basis set) of a cluster of 2 separate species, C4H7NO in total.

CARTESIAN COORDINATES (ANGSTROEM)
H: 2.2073 0.3577 1.0306
O: 0.8546 -1.7151 -0.3060
H: -0.6673 -0.9906 -2.5252
H: -1.6596 -1.7622 -1.2505
H: -1.8638 -0.0571 -1.6223
C: 0.5734 0.9583 1.8300
C: -1.1250 -0.8673 -1.5492
H: 0.3915 0.0189 2.3619
C: 0.1106 -0.7779 -0.5263
N: 1.6334 1.2020 1.1070
H: -0.0550 1.8014 2.1200
H: -0.1936 1.3548 -0.6524
C: -0.2065 0.4772 -0.0177

Summary:
Energy relative to the best compared isomer or geometry (same formula, charge and spin) in kJ/mol: 479.7
HOMO in eV: -9.31
Total energy in eV: -7794.673


No. 4
The following is a DFT calculation (ωB97M-V with the def2-TZVPD basis set) of a cluster of 5 separate species, C38H72BN3O14PS5 in total.

CARTESIAN COORDINATES (ANGSTROEM)
O: -5.1365 -3.7987 1.8951
H: -7.3446 -4.7108 -1.4664
O: -4.5997 2.9036 1.8501
H: -6.3168 -2.4822 -1.9668
H: 0.9773 4.1815 -7.6548
C: 1.2033 5.2523 -7.7238
C: -0.0770 6.0307 -8.0230
O: 3.1984 2.5986 -2.7560
H: -4.0264 1.1655 3.7860
H: -8.1818 -2.3693 -1.6795
H: -0.0354 -1.6004 3.2457
H: 6.3475 -2.6424 3.7991
H: -7.0316 1.4933 0.6544
O: 0.0046 4.6173 -4.7302
C: -7.1281 -2.2303 -1.1372
C: 0.1204 0.2381 6.1252
H: 1.8592 3.1341 0.0025
C: -7.2294 1.0589 1.7450
B: -5.5986 -2.9878 0.7150
C: -4.5041 -0.2853 0.7816
H: 2.1177 6.7736 -6.4750
C: 8.0936 -3.9307 3.8389
C: -0.2038 -4.0158 -2.9347
C: -4.5413 -1.8264 0.1308
H: -0.3384 0.9534 6.8100
H: 2.4147 5.1023 -5.9009
C: -2.5376 0.4607 -0.8244
H: -1.0514 3.1744 1.4053
P: -5.7482 -0.0460 2.2031
O: 4.2233 -0.7914 1.2670
O: 4.6898 -3.9752 5.3481
O: -4.5065 -4.3066 -2.4190
C: -1.5246 -4.9590 -2.6067
N: -3.5444 0.8159 0.2908
H: 2.3034 -0.0014 0.6033
C: 1.6286 4.1551 -0.3241
H: -4.5278 -0.5930 4.3435
H: 8.0858 -5.9619 3.0370
S: -0.7219 0.2699 4.5551
C: 3.4471 0.1749 0.4246
H: 1.0478 -1.2503 -3.3098
H: -1.3340 3.0559 -3.3489
H: 2.3411 -1.7999 1.8830
C: -4.9337 0.4159 3.8610
N: -6.9668 -3.1399 0.0724
H: 0.8845 5.1274 -2.1160
H: -5.7652 0.8068 4.5998
C: -0.0084 -1.2045 6.5912
H: 1.3283 -2.0309 5.1139
C: -1.9883 2.2242 -2.8003
H: 2.7050 0.5878 -3.0504
C: -7.2912 -4.5739 -0.2838
H: 0.6912 -1.4289 7.4017
H: -0.0059 -3.1120 5.5279
H: 3.8923 -2.1211 2.9085
C: 1.8715 -1.4721 -2.4798
H: 0.6596 3.3496 -2.1199
H: 2.9736 -0.3914 3.0336
O: 0.0759 1.0290 3.6129
C: 0.8173 -3.8604 -1.6224
H: 1.9546 5.3898 -8.5068
N: -3.2245 1.9725 -3.3430
H: 0.7837 4.5173 0.2688
C: 7.3777 -5.1951 3.3663
H: 3.2972 4.9418 0.8447
C: 2.8618 5.0412 -0.1545
H: -8.2820 0.5508 1.7998
C: 1.3132 4.1676 -1.8124
S: 2.9035 4.0074 -2.6004
C: 3.8653 4.6421 -1.2352
O: -2.2492 -4.5789 -1.3852
H: 6.7349 -4.9523 2.5115
C: -3.4849 -3.7981 -1.7172
H: 0.1428 -1.7313 -0.8589
H: 1.1671 0.5031 5.9488
H: -1.6954 -1.3082 -2.4025
O: -3.4259 3.5572 -0.1890
O: 0.2471 7.1430 -4.6616
H: -1.5932 5.1593 -6.7213
H: 4.4545 5.4984 -1.5730
H: -1.5495 -1.9092 4.1495
H: -8.3808 -4.7866 0.1427
H: 4.5300 3.8455 -0.8896
H: -0.4848 -2.9529 -3.3483
H: 4.4408 -1.0927 -1.3315
C: -3.5007 -2.2514 -1.0819
H: -4.7359 -3.0864 2.5006
C: 1.1281 -2.2686 -1.2520
H: 1.8210 -4.4492 -1.8704
O: 6.7339 -4.3808 6.7970
S: -3.4898 2.4235 0.9135
H: -7.0340 -1.0751 -0.8743
H: -1.0901 -6.0598 -2.4518
H: 5.6041 -6.1759 4.1726
H: -1.4280 1.4345 2.0276
H: 0.4496 -4.5397 -3.7855
C: -1.8814 2.5355 1.9438
H: -6.5741 -5.3607 0.2221
C: 3.8706 -0.0774 -1.1701
H: -2.2622 -5.0431 -3.5327
H: 0.1782 7.0632 -8.2911
H: -7.2426 2.0199 2.4518
C: -0.5483 -1.4728 4.2023
H: 8.8826 -4.1973 4.5523
H: 4.6411 0.7940 -1.4260
H: 3.6780 1.2818 0.7494
S: 6.1029 -4.2591 5.4996
C: -2.4883 -1.0469 -1.5487
H: -1.0245 -1.3913 6.9586
H: -2.0820 2.8751 3.0523
O: -2.1216 0.5549 4.7911
C: 6.5210 -5.6981 4.5270
S: 0.2201 5.8890 -5.3878
H: 7.4483 -2.3142 5.1744
H: -0.4596 0.8579 -1.8049
C: 1.6955 5.7687 -6.3800
H: -1.5041 6.9459 -6.6505
H: 1.6852 0.6527 -1.4595
H: 8.5571 -3.3916 3.0076
C: -0.9251 6.0245 -6.7523
C: 0.2592 -2.0640 5.3566
H: 2.7686 -2.0839 -2.9503
H: -1.0784 2.3486 -0.7136
H: 1.8932 -2.2848 -0.3393
H: -0.6255 5.5989 -8.8659
H: 7.0782 -6.3888 5.1658
C: 7.0307 -3.0881 4.5282
C: -1.3929 1.4784 -1.4268
C: 3.3000 -1.2820 2.3226
O: 2.9722 4.9410 -3.7068
H: -3.3450 2.6019 -4.1782
H: 0.2976 -4.3411 -0.6903
C: 2.4830 0.0076 -2.0511
H: 2.5767 6.0921 -0.2859

Summary:
HOMO in eV: -10.76
Total energy in eV: -137824.573
Charge: +1


No. 5
The following is a DFT calculation (ωB97M-V with the def2-TZVPD basis set) of a cluster of 9 separate species, C5H30N2O9 in total.

CARTESIAN COORDINATES (ANGSTROEM)
H: -3.8897 1.7963 -0.6130
H: -0.1818 -1.2123 3.0335
H: -0.0320 -2.9619 3.6114
C: 0.3285 -0.7823 0.2769
H: -0.8407 1.1301 -0.0330
H: -2.4378 1.9805 -2.8832
C: -0.6580 -2.1295 3.3883
H: 1.8484 2.1051 -2.5839
H: 3.0082 0.1195 -2.6675
H: 0.2592 3.3375 -0.0314
H: -2.2834 -3.0486 2.7634
H: 0.7384 -1.0417 1.2288
H: 0.0642 -3.1023 1.1384
O: 3.2292 0.4470 1.4027
H: 0.1945 4.5652 -1.0239
H: 3.9606 1.0328 1.6249
O: 1.1535 1.5357 0.2282
H: 2.5278 1.0944 1.2280
H: 0.4501 -2.1043 -1.6997
H: -0.7869 -3.0157 -1.8715
O: -1.4941 1.9162 -3.0401
C: -1.0239 -2.8587 0.9742
H: -3.0196 0.7169 2.5132
H: -1.6791 -3.6185 0.4986
O: -0.1877 4.2076 -0.1521
H: -1.8783 -1.2404 -0.3993
C: 0.0313 0.7209 0.5446
N: -1.6709 -2.3551 2.2745
H: 4.4727 -1.2291 -0.5517
H: -2.5663 -0.7030 1.7662
H: -3.1738 0.6673 0.0709
O: 1.2654 2.7273 -2.0477
O: 2.6672 0.7587 -3.3609
H: -0.1232 0.9575 1.6303
O: -2.7356 0.2260 1.7151
C: -0.8565 -1.6951 -0.1544
O: 3.6941 -0.8285 -0.8232
O: -3.3493 0.9919 -0.8616
H: 0.3766 2.6193 -2.4840
H: 2.0162 0.3714 -3.8946
H: 1.0222 1.9495 -0.6884
H: 3.3357 -0.3543 -0.0505
N: -0.3926 -2.3986 -1.3575
H: 1.1747 -0.9578 -0.5554
H: -1.2109 1.4268 -2.2766
H: -1.3466 -1.7636 4.1932

Summary:
Energy relative to the best compared isomer or geometry (same formula, charge and spin) in kJ/mol: 306.0
HOMO in eV: -8.82
SMILES: CNC[C@H](N)CCO.O.O.O.O.O.O.O.O
Total energy in eV: -27077.799


No. 6
The following is a DFT calculation (ωB97M-V with the def2-TZVPD basis set) of an isolated molecule of C9H11Br2NO2.

CARTESIAN COORDINATES (ANGSTROEM)
N: -0.6935 -2.4868 -1.2499
C: -0.2147 -1.2634 -0.7515
C: -1.1721 -0.8687 0.1362
H: -0.1009 -0.6916 2.7173
C: 0.3332 1.2197 0.5616
H: 1.2436 0.9665 1.2683
C: -1.7325 -2.8893 -0.4353
H: 1.1143 -0.6177 -2.2590
H: 2.1567 2.5163 -0.4292
H: 1.7353 2.5144 -2.0466
O: -1.9857 -1.8566 0.4304
H: 2.8009 1.1818 -1.4667
H: -1.7641 -0.0005 3.1655
Br: -0.8145 1.6615 -2.1727
Br: -2.4331 1.8249 1.0129
C: -0.7537 0.1411 2.6522
H: 0.3690 2.3462 0.7657
C: -0.8478 0.5127 1.1973
H: 1.8106 -0.7385 -0.6159
O: -2.2797 -3.9296 -0.5168
C: 0.9587 -0.4362 -1.2279
H: -0.1017 -2.9136 -1.8912
H: -0.3275 0.9736 3.2659
C: 1.9773 1.8087 -1.2195
C: 0.7219 1.0251 -0.8910

Summary:
HOMO in eV: -8.40
SMILES: C[C@@]1(Br)Cc2[nH]c(=O)oc2[C@](C)(Br)C1
Total energy in eV: -155180.277